Record 1
Density functional theory data (ωB97M-V with the def2-TZVPD basis set) for a cluster of 3 separate species, C9H12O2S in total at a distorted geometry.

Summary:
**Kohn-Sham gap**: 9.4 eV
**Energy above the lowest of the compared OMol25 structures with the same formula, charge and spin**: 27.76 kcal per mole
**HOMO level**: -0.3160 hartree
**Energy**: -24456.0876 eV

Geometry (Å):
S1 -1.488 -0.501 0.666
O1 -5.564 -0.212 -2.336
O2 -6.108 0.296 0.799
C1 0.795 0.984 0.564
C2 0.229 -0.189 0.125
C3 2.877 0.281 -0.478
C4 0.922 -1.118 -0.582
C5 -1.299 -0.743 2.452
C6 4.253 0.669 -0.924
C7 2.153 1.226 0.299
C8 -5.233 0.588 0.129
C9 2.214 -0.878 -0.897
H1 0.047 1.772 0.979
H2 2.988 -1.637 -1.319
H3 4.879 1.033 -0.126
H4 0.491 -2.076 -1.003
H5 2.552 2.238 0.473
H6 4.879 -0.215 -1.304
H7 4.333 1.434 -1.588
H8 -5.015 -0.470 -3.062
H9 -0.254 -0.707 2.767
H10 -1.626 -1.735 2.752
H11 -1.962 -0.139 3.122
H12 -5.064 0.097 -1.508

Record 2
Density functional theory data (ωB97M-V with the def2-TZVPD basis set) for the molecule CFNO2S2 at a distorted geometry.

Summary:
**Kohn-Sham gap**: 8.4 eV
**Energy above the lowest of the compared OMol25 structures with the same formula, charge and spin**: 11.62 kcal per mole
**HOMO level**: -0.3990 hartree
**Energy**: -31007.7466 eV
**SMILES string**: N#CSS(=O)(=O)F

Geometry (Å):
S1 0.661 1.441 -0.390
S2 -1.254 0.067 0.050
F1 -1.392 -0.461 -1.430
O1 -2.211 1.076 0.178
O2 -1.110 -1.017 0.948
N1 2.414 -0.365 0.715
C1 1.575 0.299 0.270

Record 3
Density functional theory data (ωB97M-V with the def2-TZVPD basis set) for the molecule C5H9NO3S at a distorted geometry.

Summary:
**Spin multiplicity**: 3
**Kohn-Sham gap (spin up / spin down)**: 5.4 / 6.9 eV
**Energy above the lowest of the compared OMol25 structures with the same formula, charge and spin**: 53.95 kcal per mole
**HOMO level (spin up / spin down)**: -0.1696 / -0.3795 hartree
**Energy**: -23791.5175 eV

Geometry (Å):
S1 -1.665 0.266 0.168
O1 -2.036 0.810 1.448
O2 -1.693 1.065 -1.008
O3 0.581 -2.497 0.227
N1 0.096 -0.228 0.440
C1 2.203 -0.474 0.381
C2 1.131 1.633 -0.793
C3 0.886 -1.344 0.286
C4 1.169 0.704 0.396
C5 -2.541 -1.252 -0.067
H1 -2.042 -2.189 0.293
H2 2.639 -0.353 1.323
H3 1.757 2.479 -0.634
H4 0.132 2.061 -0.877
H5 1.108 1.415 1.259
H6 1.468 1.114 -1.684
H7 -2.664 -1.534 -1.074
H8 2.991 -0.560 -0.463
H9 -3.520 -1.116 0.381

Record 4
Density functional theory data (ωB97M-V with the def2-TZVPD basis set) for a cluster of 6 separate species, C22H60NO23P5S in total at a distorted geometry.

Summary:
**Kohn-Sham gap**: 7.6 eV
**HOMO level**: -0.3633 hartree
**Energy**: -129643.1437 eV
**SMILES string**: NCCC[C@@H]1CCCS(=O)(=O)O1.COP(=O)(OC)OC.COP(=O)(OC)OC.COP(=O)(OC)OC.COP(=O)(OC)OC.COP(=O)(OC)OC

Geometry (Å):
S1 -0.093 3.235 3.132
P1 -0.372 -2.117 -4.414
P2 3.895 -3.269 -9.535
P3 -0.825 8.008 0.191
P4 -4.994 -3.840 7.278
P5 -0.417 -4.060 2.089
O1 0.169 1.802 2.486
O2 -1.115 -4.745 0.974
O3 4.872 -3.417 -10.852
O4 2.956 -2.340 -8.543
O5 -0.390 3.185 4.520
O6 0.112 -3.427 -5.269
O7 5.143 -3.285 -8.469
O8 -0.382 9.424 0.200
O9 -5.000 -3.976 5.784
O10 -3.974 -2.505 7.325
O11 -1.554 -1.722 -5.510
O12 0.514 -2.939 1.304
O13 0.534 -0.945 -4.592
O14 3.154 -4.553 -9.582
O15 -0.619 -5.142 3.310
O16 -0.848 7.694 -1.426
O17 -1.193 3.794 2.414
O18 -2.444 7.838 0.362
O19 0.265 -2.674 -2.991
O20 -5.840 -5.256 7.535
O21 -0.519 7.523 1.745
O22 -6.234 -2.936 7.871
O23 -1.334 -2.906 2.810
N1 5.436 3.244 1.631
C1 -0.874 -4.376 -5.712
C2 1.469 1.652 1.885
C3 -0.115 -2.260 0.213
C4 -7.229 -5.267 7.219
C5 -2.966 6.645 0.973
C6 2.559 1.444 2.963
C7 3.990 1.388 2.389
C8 5.971 -4.321 -10.756
C9 -1.114 -1.175 -6.752
C10 4.806 2.639 2.818
C11 1.641 4.179 1.311
C12 -4.212 -1.492 6.348
C13 -0.700 -1.781 3.430
C14 1.790 2.711 0.838
C15 5.564 -2.064 -7.846
C16 -1.906 8.269 -2.192
C17 2.420 -3.001 -7.395
C18 -0.852 8.461 2.769
C19 1.273 4.354 2.787
C20 -1.925 -5.239 3.888
C21 -6.063 -2.216 9.101
C22 1.542 -3.306 -3.034
H1 -7.511 -6.312 7.101
H2 -1.778 8.987 2.542
H3 -3.777 -0.571 6.736
H4 -0.979 7.892 3.689
H5 -7.418 -4.734 6.288
H6 -7.814 -4.835 8.030
H7 0.828 4.633 0.748
H8 -0.042 9.175 2.900
H9 -1.827 -4.250 -5.201
H10 4.801 3.892 1.182
H11 5.233 -2.057 -6.808
H12 -5.953 -1.154 8.882
H13 -1.030 -4.256 -6.785
H14 4.027 1.230 1.318
H15 6.812 -3.851 -10.248
H16 -0.946 -0.105 -6.650
H17 6.652 -2.023 -7.869
H18 -3.811 6.291 0.385
H19 2.768 2.578 0.393
H20 6.202 3.824 1.951
H21 -2.216 5.858 1.033
H22 -5.277 -1.341 6.179
H23 -1.916 -1.343 -7.471
H24 -0.209 -1.662 -7.108
H25 -1.980 -6.202 4.392
H26 5.166 -1.184 -8.349
H27 1.446 -4.346 -3.339
H28 2.518 4.770 1.053
H29 -3.720 -1.752 5.413
H30 -0.838 -0.902 2.800
H31 4.186 3.371 3.340
H32 1.507 -3.527 -7.664
H33 -0.043 -2.858 -0.688
H34 0.425 -1.324 0.059
H35 0.367 -1.944 3.581
H36 2.439 2.172 3.760
H37 -0.498 -5.379 -5.520
H38 -2.809 7.665 -2.112
H39 -2.103 9.292 -1.876
H40 -1.158 -2.034 0.431
H41 -6.954 -2.360 9.711
H42 -1.573 8.270 -3.228
H43 4.485 0.542 2.860
H44 2.181 -2.232 -6.660
H45 2.098 4.201 3.473
H46 6.265 -4.560 -11.776
H47 1.081 2.574 0.022
H48 0.850 5.344 2.934
H49 -1.171 -1.601 4.395
H50 -3.310 6.880 1.980
H51 5.572 2.318 3.517
H52 1.439 0.700 1.356
H53 -2.076 -4.450 4.622
H54 5.679 -5.235 -10.241
H55 -5.192 -2.554 9.660
H56 3.137 -3.696 -6.960
H57 2.216 -2.773 -3.704
H58 2.334 0.477 3.414
H59 -2.697 -5.196 3.122
H60 1.939 -3.273 -2.020

Record 5
Density functional theory data (ωB97M-V with the def2-TZVPD basis set) for a structure of composition C5H6CaO4 at a distorted geometry.

Summary:
**Kohn-Sham gap**: 8.7 eV
**Energy above the lowest of the compared OMol25 structures with the same formula, charge and spin**: 0.00 kcal per mole
**HOMO level**: -0.6462 hartree
**Energy**: -31890.6801 eV
**Total charge**: +2

Geometry (Å):
Ca1 4.637 1.070 0.394
O1 2.821 1.150 -0.836
O2 1.014 -0.058 -0.287
O3 2.835 -0.048 0.997
O4 -2.317 2.155 -0.186
C1 0.145 -0.295 0.820
C2 -1.727 -0.344 -1.076
C3 -1.908 1.133 -0.373
C4 -1.231 -0.699 0.322
C5 2.239 0.354 -0.043
H1 -2.488 -0.978 0.247
H2 0.124 0.579 1.484
H3 -0.966 -0.126 -1.840
H4 0.542 -1.123 1.421
H5 -1.218 -1.789 0.484
H6 -2.501 -0.980 -1.527

Record 6
Density functional theory data (ωB97M-V with the def2-TZVPD basis set) for a cluster of 2 separate species, C2H4NO2 in total at a distorted geometry.

Summary:
**Kohn-Sham gap**: 10.5 eV
**Energy above the lowest of the compared OMol25 structures with the same formula, charge and spin**: 91.45 kcal per mole
**HOMO level**: -0.5761 hartree
**Energy**: -7711.9904 eV
**Total charge**: +1

Geometry (Å):
O1 -1.058 1.149 -0.044
O2 -2.481 -0.767 -0.079
N1 1.014 -0.115 -0.448
C1 -0.158 0.142 0.406
C2 -1.555 -0.081 0.058
H1 1.576 0.746 -0.564
H2 0.331 0.215 2.070
H3 1.589 -0.844 -0.006
H4 0.743 -0.445 -1.394

Record 7
Density functional theory data (ωB97M-V with the def2-TZVPD basis set) for a structure of composition C16H15F18N5O18S6Zn3 at a distorted geometry.

Summary:
**Kohn-Sham gap**: 1.4 eV
**Energy above the lowest of the compared OMol25 structures with the same formula, charge and spin**: 221.86 kcal per mole
**HOMO level**: -0.3483 hartree
**Energy**: -320288.3937 eV

Geometry (Å):
Zn1 -0.225 -4.356 -5.054
Zn2 3.528 3.783 -4.219
Zn3 4.074 -2.810 1.958
S1 0.043 8.797 -5.722
S2 1.859 -2.493 7.744
S3 5.683 -2.263 -4.221
S4 0.096 -7.426 0.336
S5 7.974 1.253 4.432
S6 -0.584 0.361 -0.702
F1 -2.838 0.012 0.816
F2 8.748 3.545 5.647
F3 -0.343 -0.978 7.165
F4 -2.863 1.831 -0.445
F5 7.902 -2.206 -5.706
F6 -0.689 -10.074 -0.077
F7 -1.751 1.717 1.426
F8 8.441 3.738 3.539
F9 -2.258 9.511 -7.027
F10 -1.921 7.472 -6.823
F11 0.089 -9.697 1.867
F12 6.659 3.600 4.703
F13 7.994 -3.763 -4.299
F14 1.415 0.195 7.566
F15 6.737 -3.837 -6.068
F16 0.331 -0.841 9.234
F17 1.328 -9.723 0.015
F18 -2.638 8.559 -5.005
O1 2.286 -2.293 6.343
O2 4.406 -2.893 -4.673
O3 1.208 -6.743 1.001
O4 0.129 -7.224 -1.130
O5 0.434 7.492 -5.223
O6 5.622 -0.814 -4.540
O7 6.906 0.851 3.531
O8 0.921 -3.656 7.945
O9 9.294 0.868 3.941
O10 3.039 -2.365 8.594
O11 0.769 9.096 -6.974
O12 -1.215 -6.977 0.911
O13 7.621 0.741 5.772
O14 -1.089 -0.687 -1.626
O15 0.185 9.779 -4.720
O16 5.852 -2.462 -2.797
O17 0.344 -0.247 0.262
O18 -0.029 1.507 -1.468
N1 -7.994 7.174 5.544
N2 -2.543 -1.027 -8.399
N3 -8.849 -4.316 6.227
N4 4.700 6.550 -0.149
N5 -5.155 -6.098 -3.777
C1 -6.876 -7.653 -2.429
C2 4.726 7.651 0.192
C3 4.757 9.011 0.603
C4 -5.939 -6.775 -3.178
C5 0.743 -0.893 7.977
C6 -4.520 0.140 -9.585
C7 -5.918 5.622 4.877
C8 -7.063 6.466 5.256
C9 -6.623 -5.006 4.881
C10 -1.861 8.596 -6.179
C11 -3.407 -0.489 -8.912
C12 -2.122 1.042 0.320
C13 7.186 -3.083 -5.092
C14 7.951 3.134 4.619
C15 0.209 -9.344 0.579
C16 -7.835 -4.606 5.691
H1 3.864 9.583 0.349
H2 -4.664 1.135 -9.165
H3 -4.284 0.245 -10.644
H4 -6.197 -5.934 5.263
H5 -6.977 -7.390 -1.376
H6 5.698 9.369 0.187
H7 -6.094 4.546 4.909
H8 -7.846 -7.650 -2.926
H9 -5.872 -4.220 4.801
H10 -6.943 -5.172 3.852
H11 -5.634 5.915 3.867
H12 -5.320 -0.552 -9.320
H13 4.842 9.037 1.690
H14 -6.496 -8.673 -2.382
H15 -5.117 5.788 5.597

Record 8
Density functional theory data (ωB97M-V with the def2-TZVPD basis set) for a cluster of 2 separate species, C3H5FN2 in total at a distorted geometry.

Summary:
**Kohn-Sham gap**: 10.8 eV
**Energy above the lowest of the compared OMol25 structures with the same formula, charge and spin**: 64.18 kcal per mole
**HOMO level**: -0.3977 hartree
**Energy**: -8886.3621 eV
**SMILES string**: [H]/N=C\C#N.CF

Geometry (Å):
F1 0.988 0.661 0.433
N1 -3.248 0.652 1.034
N2 -0.685 -1.307 0.708
C1 -2.289 0.385 0.434
C2 1.976 0.547 -0.526
C3 -1.503 -0.714 -0.032
H1 1.494 0.626 -1.636
H2 3.080 1.231 -0.384
H3 -1.543 -0.799 -1.138
H4 2.215 -0.440 -0.478
H5 -0.485 -0.842 1.585

What is the energy in the seventh record? -320288.3937 eV